The following is a quantum chemistry calculation of a single C6H7NO molecule in a non-equilibrium geometry, from OMol25.

Values from the calculation:
LUMO (spin up / spin down): -0.0061 / 0.2428 eV
molar mass: 109.13 g mol⁻¹
electronic energy: -9867.8133 eV
gap between HOMO and LUMO (spin up / spin down): 7.19 / 7.29 eV

Element x y z (Å)
C1 -0.54350 0.08436 1.42228
C2 -0.74792 1.13665 0.50786
C3 0.05732 -1.10446 1.34232
C4 -1.04094 -0.50891 -0.80125
C5 -0.21686 0.80243 -0.83461
C6 1.23649 0.53205 -1.13218
N1 0.88356 -1.98291 1.40365
O1 -2.16416 -0.80031 -0.92833
H1 -1.17697 0.16283 2.20269
H2 -1.40949 1.84815 0.69844
H3 -0.52664 1.54956 -1.57215
H4 1.38650 0.17728 -2.13094
H5 1.76768 -0.28838 -0.55885
H6 1.76350 1.36071 -0.74880
H7 0.73146 -2.96905 1.12987

Cartesian forces, eV/Å:
C 0.47 1.51 -0.87
C 4.86 -3.94 -1.37
C 0.47 -0.01 -1.74
C -0.95 -1.34 -0.76
C -0.24 1.08 0.69
C 0.64 -2.17 1.95
N 0.46 -1.35 0.91
O -0.21 -0.02 -0.51
H -1.82 0.05 3.10
H -2.79 2.83 0.58
H -0.56 -0.35 -0.13
H 0.16 0.70 -0.91
H -1.28 0.53 -0.11
H 0.96 1.43 -0.62
H -0.16 1.05 -0.21